a.
ORCA calculation (ωB97M-V/def2-TZVPD) on an isolated molecule of C23H26N2O4.

Computed properties:
- gap between HOMO and LUMO (eV) = 8.28
- charge = 0
- LUMO (eV) = -0.386

Element x y z (Å)
O -2.7748 1.0770 2.1230
O -4.3949 -0.7286 1.6353
O 2.9838 0.9309 1.5037
O 0.6193 4.2013 -0.6167
N 0.0791 -1.2569 0.2820
N 1.6647 2.6503 0.7258
C 1.1852 -2.5626 -2.7965
C 2.5811 1.6147 0.5977
C -3.4998 -1.3684 1.0643
C -1.5467 -2.9933 -0.3370
C -1.8546 0.3550 1.5342
C 1.1742 -1.9093 -0.3844
C -3.8663 -2.6743 0.4119
C -2.3117 -4.0748 1.7941
C -2.1352 -0.8922 0.9793
C -0.5022 0.9806 1.4903
C -3.1401 -4.9219 -0.4038
C -1.1135 -1.6977 0.3069
C 2.9298 1.5721 -0.8431
C 1.1349 -1.6357 -1.8593
C 1.3819 3.2795 -0.4777
C -2.7152 -3.6742 0.3733
C 2.3165 2.7685 -2.8538
C 3.7777 0.7375 -1.5403
C 3.8850 0.9269 -2.9147
C 0.9791 2.9448 1.9659
C -0.4659 2.4390 1.9370
C 3.1688 1.9236 -3.5589
C 2.2068 2.5763 -1.4927
H -4.7356 -3.0796 0.9343
H -3.9857 -5.4028 0.0828
H 0.1731 0.3744 2.1003
H 0.9959 4.0258 2.1259
H -3.1528 -4.5289 2.3133
H 1.2753 -3.6100 -2.5577
H -1.0516 3.0482 1.2472
H -3.4302 -4.6656 -1.4207
H 1.7557 3.5460 -3.3487
H -1.4967 -4.7952 1.7678
H -0.6953 -3.6755 -0.3726
H -0.1332 0.8795 0.4677
H 1.2145 -2.9924 -0.2060
H 1.1518 -2.3150 -3.8441
H -2.3220 -5.6374 -0.4517
H 2.0795 -1.4563 0.0390
H 3.2726 2.0464 -4.6267
H -3.6463 0.5539 2.0869
H -1.8204 -2.7712 -1.3741
H 1.5453 2.4460 2.7563
H -1.9831 -3.2088 2.3643
H 1.0404 -0.5894 -2.1205
H -0.8969 2.5457 2.9320
H 4.3329 -0.0364 -1.0340
H -4.1829 -2.4400 -0.6103
H 4.5359 0.2849 -3.4890

Atomic partial charges in e from the Löwdin method, atoms 1 to 4:
1 O 0.1195
2 O 0.0512
3 O 0.1267
4 O 0.1361



b.
ORCA calculation (ωB97M-V/def2-TZVPD) on an isolated molecule of C23H26N2O4.

Computed properties:
- gap between HOMO and LUMO (eV) = 8.25
- charge = 0
- LUMO (eV) = 0.199

Element x y z (Å)
O 3.2917 -1.0128 -0.2162
O -2.4160 -3.4684 0.5413
O -2.1913 2.1078 -2.2019
O -3.0074 3.5824 -0.7471
N -2.9502 0.0363 -0.9688
N -0.8342 -0.7924 2.6003
C 5.7879 1.5591 -1.2740
C 1.9130 1.4913 1.6988
C -3.0232 -2.3644 -1.4669
C 5.1961 0.3795 -0.5150
C 3.7807 0.0696 -0.9893
C 1.1211 2.4578 1.0719
C -0.2462 2.3234 0.9859
C -0.6388 -2.3190 -0.4705
C -0.8377 1.1832 1.5315
C 2.0131 -1.4025 -0.3644
C -2.1273 -0.4874 2.2845
C -2.0355 -2.7879 -0.3914
C 0.2711 -2.8419 0.4588
C 1.5711 -2.4090 0.5042
C -2.1874 0.7165 1.6396
C -0.1745 -1.3596 -1.3696
C -3.4259 1.3738 1.1216
C -2.8826 2.4507 -1.1211
C 1.3571 0.3565 2.2468
C 1.1230 -0.8934 -1.3096
C -3.8113 -1.1354 -0.9945
C -0.0205 0.2067 2.1523
C -3.5411 1.2475 -0.4174
H 3.7904 -0.2009 -2.0541
H 1.5958 3.3354 0.6577
H 2.2755 -2.8178 1.2115
H 6.7944 1.7672 -0.9213
H 5.1638 0.5984 0.5533
H -0.8470 3.0870 0.5180
H -2.2440 1.1227 -2.2606
H 5.8155 -0.5077 -0.6542
H 1.4343 -0.1316 -2.0059
H -3.4292 2.4378 1.3663
H 1.9661 -0.3877 2.7375
H -4.6294 -0.9338 -1.6942
H -2.1244 -0.1776 -0.4085
H 5.1812 2.4501 -1.1294
H 5.8345 1.3454 -2.3394
H 2.9804 1.6442 1.7634
H -4.5998 1.2892 -0.7018
H -2.9251 -1.1544 2.5513
H -0.0811 -3.6035 1.1389
H -0.5342 -1.6324 3.0634
H 3.1351 0.9468 -0.8513
H -4.2929 0.9070 1.5921
H -0.8239 -0.9497 -2.1268
H -2.5336 -2.1582 -2.4163
H -4.2475 -1.3585 -0.0099
H -3.7297 -3.1852 -1.5998

Atomic partial charges in e from the Löwdin method, atoms 1 to 4:
1 O -0.0326
2 O 0.0736
3 O 0.1097
4 O 0.1026



It is a that is the least stable of them.



a.
ORCA calculation (ωB97M-V/def2-TZVPD) on an isolated molecule of C6H11NO2.

Computed properties:
- gap between HOMO and LUMO (eV) = 10.30
- charge = 0
- LUMO (eV) = 0.742

Element x y z (Å)
O -1.3402 0.5600 1.7366
O -0.8216 -0.5858 -2.7932
N 2.0453 -0.0790 -0.0722
C 0.5305 -0.0513 0.2257
C 0.0438 -1.4404 -0.6146
C -1.0666 -0.5455 -1.3003
C -0.2326 0.6339 -0.8310
C 0.0124 0.1156 1.6282
C -0.3623 1.5426 1.9438
H -0.2460 1.9316 3.0085
H -0.1550 2.3710 1.0449
H 0.1686 -0.5157 2.3794
H -2.2716 -0.8641 -1.0995
H -0.0566 -2.5913 -0.0888
H -1.9044 -0.1713 -3.0048
H 2.4487 -1.1780 0.0683
H 0.5172 0.3849 -1.5810
H 1.0077 -1.5766 -0.9487
H -0.6839 1.6646 -0.7684
H 2.3664 0.3949 1.0670

Atomic partial charges in e from the Löwdin method, atoms 1 to 4:
1 O -0.0389
2 O -0.1719
3 N 0.0048
4 C -0.4707



b.
ORCA calculation (ωB97M-V/def2-TZVPD) on a cluster of 2 separate species, C6H11NO2 in total.

Computed properties:
- gap between HOMO and LUMO (eV) = 7.79
- charge = 0
- LUMO (eV) = 0.687

Element x y z (Å)
O -2.7797 -3.2568 -0.8751
O -0.5130 -3.0681 -0.7935
N 0.9839 0.4801 0.3059
C 1.5793 1.5714 -0.3662
C 1.4237 -0.8832 -0.1306
C -1.6543 -3.1827 -0.8999
C -0.5717 0.6005 -0.3778
C -1.3041 1.5713 0.4566
C -1.5328 0.0687 0.6722
H -1.1086 -0.4456 1.5640
H 1.1967 0.6290 1.3513
H -2.3959 -0.2840 0.1685
H -0.8912 2.0652 1.3280
H 2.6928 1.5803 -0.0372
H 1.1728 -0.9690 -1.2220
H -2.1911 2.2034 0.0516
H 2.4744 -0.9502 0.0284
H 1.1385 2.5507 -0.1067
H 1.6436 1.3224 -1.4298
H 0.6366 -1.6034 0.3122

Atomic partial charges in e from the Löwdin method, atoms 1 to 4:
1 O 0.2445
2 O 0.1847
3 N -0.2721
4 C -0.1365



It is a that is the least stable of them.



a.
ORCA calculation (ωB97M-V/def2-TZVPD) on a structure of composition C6H11NO2.

Computed properties:
- gap between HOMO and LUMO (eV) = 8.14
- charge = 0
- LUMO (eV) = 0.770

Element x y z (Å)
O -1.4210 2.0728 -0.8943
O -2.2627 0.6250 1.0581
N 0.7073 1.3009 0.8604
C -1.5612 0.0022 0.0549
C 2.6241 -0.7708 -0.1787
C 1.2190 -0.5296 -0.6451
C -1.0695 0.7358 -1.0295
C 0.3631 0.3448 -0.0918
C -1.7226 -1.4844 0.1114
H 0.0968 1.3739 1.6627
H -2.3561 1.5564 0.7965
H 3.3458 -0.1481 -0.7187
H 0.8795 -1.0860 -1.5068
H 2.9115 -1.8081 -0.3609
H -1.0598 -1.9795 -0.5883
H -2.7568 -1.7259 -0.1395
H 2.7416 -0.5727 0.8899
H 1.6880 1.3660 1.0812
H -1.5175 -1.8536 1.1159
H -0.8493 2.5807 -1.4774

Atomic partial charges in e from the Löwdin method, atoms 1 to 4:
1 O -0.0416
2 O 0.0636
3 N 0.1103
4 C -0.3923



b.
ORCA calculation (ωB97M-V/def2-TZVPD) on a structure of composition C6H11NO2.

Computed properties:
- gap between HOMO and LUMO (eV) = 9.66
- charge = 0
- LUMO (eV) = 0.707

Element x y z (Å)
O -1.2614 -1.0731 -1.1295
O 1.4604 1.1779 0.0028
N 0.1487 -2.0804 0.7170
C 0.3858 1.4926 0.9361
C -1.1542 1.2330 -1.3280
C -0.6127 0.1016 -0.5831
C -0.4165 0.2535 0.9680
C 0.9106 -0.0657 -0.4007
C 0.6906 -0.8285 0.8745
H -0.4060 2.0929 -1.7656
H 0.9803 1.8267 1.8938
H -1.5855 0.7929 -2.2557
H -1.2398 0.4238 1.5902
H 1.5424 -0.8133 1.6911
H -1.9149 1.6274 -0.6253
H 0.6254 -2.7216 0.0212
H 1.5298 -0.5416 -1.1813
H -0.8465 -1.7647 -0.4895
H 0.0607 -2.6611 1.6724
H -0.2008 2.3441 0.6420

Atomic partial charges in e from the Löwdin method, atoms 1 to 4:
1 O -0.0465
2 O -0.0606
3 N 0.0046
4 C -0.1692



It is a that is the least stable of them.



a.
ORCA calculation (ωB97M-V/def2-TZVPD) on a structure of composition C6H11NO2.

Computed properties:
- gap between HOMO and LUMO (eV) = 8.70
- charge = 0
- LUMO (eV) = 0.605

Element x y z (Å)
O 1.3080 2.2465 0.9936
O -0.8289 0.3360 1.0595
N -0.9850 0.1223 -1.2886
C 1.4264 -0.0080 -0.1455
C -0.5572 -0.4504 -0.2012
C -0.8151 -1.9068 0.1448
C 1.3001 1.0415 0.5228
C 2.4492 -0.6107 -1.0251
C -1.8400 1.3336 1.0818
H -2.1170 1.7011 0.0930
H 3.3982 -0.0731 -1.0130
H 0.6227 2.7880 0.5544
H -2.7419 0.9642 1.5768
H 2.6978 -1.6253 -0.7061
H -0.3332 -2.5733 -0.5717
H -1.4325 2.1213 1.7218
H -1.2501 -0.5666 -1.9852
H -0.5146 -2.1352 1.1666
H 2.0998 -0.6001 -2.0606
H -1.8867 -2.1050 0.0820

Atomic partial charges in e from the Löwdin method, atoms 1 to 4:
1 O 0.1331
2 O -0.2160
3 N 0.1018
4 C -0.1053



b.
ORCA calculation (ωB97M-V/def2-TZVPD) on a structure of composition C6H11NO2.

Computed properties:
- gap between HOMO and LUMO (spin up / spin down) (eV) = 7.39 / 7.39
- charge = 0
- LUMO (spin up / spin down) (eV) = -0.506 / -0.507

Element x y z (Å)
O 1.8972 0.5279 1.4457
O 0.9875 -1.7992 0.6506
N -0.8484 -0.4224 1.7349
C -0.4429 -0.9379 -1.0926
C -1.0698 0.5146 0.8551
C 1.6045 0.6642 0.0975
C 0.9518 -1.0763 -0.4495
C -1.7430 1.1842 -1.3599
C -1.1806 0.2591 -0.5703
H 1.7370 -1.3005 -1.1808
H -1.3535 1.5069 1.2007
H 2.4978 0.6457 -0.5324
H -0.3543 -0.8730 -2.1779
H -1.7178 1.0979 -2.4363
H 1.1252 1.6267 -0.0782
H -0.0640 -1.2849 1.3898
H -0.7980 -0.1273 2.7029
H 1.9678 -0.4357 1.6044
H -2.1969 2.0786 -0.9559
H -0.9996 -1.8486 -0.8477

Atomic partial charges in e from the Löwdin method, atoms 1 to 4:
1 O -0.1210
2 O -0.1943
3 N 0.1755
4 C -0.1137



c.
ORCA calculation (ωB97M-V/def2-TZVPD) on a cluster of 2 separate species, C6H11NO2 in total.

Computed properties:
- gap between HOMO and LUMO (eV) = 8.20
- charge = 0
- LUMO (eV) = 0.389

Element x y z (Å)
O -0.2536 1.4346 -1.7876
O -0.6629 -1.2212 0.9827
N -2.1464 -1.0472 -0.7207
C -1.3695 -0.4499 0.2629
C 1.9630 0.9312 0.8060
C 1.9109 -1.0600 -0.8034
C 0.2140 0.7187 -0.9637
C -2.0479 0.7557 0.9009
C 1.3406 0.2365 -0.3570
H -2.5432 1.3738 0.1481
H 1.0791 -1.7782 -0.8818
H 2.8187 1.5167 0.4484
H -2.7851 0.4022 1.6252
H 2.3299 0.2140 1.5453
H 1.2665 1.6080 1.3049
H -1.9254 -2.0135 -0.9151
H 2.6073 -1.4828 -0.0759
H 2.3983 -0.9579 -1.7772
H -2.8900 -0.5343 -1.1726
H -1.3044 1.3538 1.4307

Atomic partial charges in e from the Löwdin method, atoms 1 to 4:
1 O 0.1273
2 O -0.0439
3 N 0.1541
4 C -0.6028



It is a that is the least stable of them.



a.
ORCA calculation (ωB97M-V/def2-TZVPD) on an isolated molecule of C4H8NO2.

Computed properties:
- gap between HOMO and LUMO (spin up / spin down) (eV) = 11.28 / 7.49
- charge = 0
- LUMO (spin up / spin down) (eV) = 0.777 / -2.879
- spin multiplicity = 2

Element x y z (Å)
O -0.9908 1.6022 -1.6941
O -0.2629 0.6237 -3.4501
N -0.4158 -0.6083 -1.5666
C -0.5096 0.5762 -2.2250
C 0.3865 0.1582 2.1091
C -0.1900 -0.7867 -0.1403
C 0.3315 0.4313 0.6190
H 0.5462 -1.5718 0.0003
H 1.3345 0.5989 0.2105
H 1.0721 -0.6472 2.3863
H -0.2960 1.3026 0.4443
H -1.0857 -1.1834 0.3606
H -0.5771 -0.2376 2.4215
H 0.6339 1.0315 2.6931
H 0.0231 -1.2895 -2.1685

Atomic partial charges in e from the Löwdin method, atoms 1 to 4:
1 O 0.1811
2 O 0.1715
3 N 0.0926
4 C -0.7117



b.
ORCA calculation (ωB97M-V/def2-TZVPD) on an isolated molecule of C4H8NO2.

Computed properties:
- gap between HOMO and LUMO (spin up / spin down) (eV) = 10.23 / 6.16
- charge = 0
- LUMO (spin up / spin down) (eV) = 0.769 / -3.205
- spin multiplicity = 2

Element x y z (Å)
O 2.1792 0.9299 1.1154
O 2.1458 0.0707 -1.1043
N -0.6054 0.6276 0.8296
C -1.1772 1.3063 -0.2875
C 1.7679 0.2768 0.1033
C 0.0117 -1.4659 -0.4492
C 0.4669 -0.3377 0.5687
H -0.7082 -2.0775 0.1438
H -0.5481 -1.1051 -1.3536
H -1.6465 0.5586 -0.8560
H -0.3918 1.7377 -0.9358
H -1.3112 0.0507 1.2727
H 0.7137 -0.7791 1.5520
H -1.8012 2.2062 0.0739
H 0.9045 -1.9992 -0.6731

Atomic partial charges in e from the Löwdin method, atoms 1 to 4:
1 O 0.2298
2 O 0.0466
3 N -0.0932
4 C -0.1221



It is b that is the least stable of them.



a.
ORCA calculation (ωB97M-V/def2-TZVPD) on a cluster of 6 separate species, CH12O4S2 in total.

Computed properties:
- gap between HOMO and LUMO (eV) = 3.26
- charge = 0
- LUMO (eV) = -5.998

Element x y z (Å)
S -2.4733 -1.4238 0.7301
S 1.8582 1.3544 0.8135
O -2.8660 1.3018 -0.2900
O 3.7015 -0.8831 -0.5805
O -0.3739 -1.4584 -1.7307
O -0.2094 1.7332 -1.5056
C 1.0848 -0.1510 1.4269
H -2.6512 0.3630 -0.0045
H -0.2802 -0.5089 -1.5639
H -3.2756 -1.4965 1.8168
H 3.1955 -0.1294 -0.1141
H -1.1229 1.7932 -0.9864
H -0.9876 -1.7520 -1.0311
H 0.4208 1.4583 -0.7749
H 1.6542 -0.4764 2.3092
H 0.0427 -0.0222 1.7241
H 1.1644 -1.0008 0.7586
H -2.7849 1.8638 0.4154
H 3.9029 -0.5652 -1.4132

Atomic partial charges in e from the Löwdin method, atoms 1 to 4:
1 S 0.5456
2 S 0.8117
3 O -0.1075
4 O -0.0804



b.
ORCA calculation (ωB97M-V/def2-TZVPD) on a cluster of 6 separate species, CH12O4S2 in total.

Computed properties:
- gap between HOMO and LUMO (eV) = 3.66
- charge = 0
- LUMO (eV) = -5.301

Element x y z (Å)
S 2.2891 0.0977 1.1875
S -1.8405 0.9447 -0.7448
O -3.3536 -1.5778 0.6322
O 2.2548 1.3269 -2.0258
O -0.0579 -1.9973 1.6666
O 0.2690 -0.9768 -2.0852
C -0.7823 1.4030 0.5781
H -3.0352 -0.8040 0.1609
H -4.2268 -1.3550 0.9761
H 3.5598 0.5247 1.2367
H 0.2214 -2.6250 1.0162
H -0.6528 -0.8277 -1.8642
H 2.9520 1.9376 -2.2875
H -0.1541 0.5699 0.9404
H -0.1396 2.2282 0.2428
H 0.7404 -1.5468 1.9514
H 0.6701 -0.1166 -1.8912
H -1.2061 1.8812 1.4689
H 2.4922 0.9130 -1.1593

Atomic partial charges in e from the Löwdin method, atoms 1 to 4:
1 S 0.4733
2 S 0.8268
3 O -0.0907
4 O -0.0981



It is a that is the least stable of them.



a.
ORCA calculation (ωB97M-V/def2-TZVPD) on a structure of composition CH4N2OS.

Computed properties:
- gap between HOMO and LUMO (eV) = 9.15
- charge = 0
- LUMO (eV) = 0.154

Element x y z (Å)
S -2.3850 -0.0617 -0.3965
O 1.7040 -0.7291 -0.4371
N 1.4969 0.6779 -0.2473
N -0.6662 -0.2017 0.3252
C 0.2675 0.8027 -0.0675
H -0.0196 -1.0681 0.1943
H -2.8340 -0.2785 0.8039
H 2.7743 -0.8274 0.1639
H -0.3379 1.6861 -0.3390

Atomic partial charges in e from the Löwdin method, atoms 1 to 4:
1 S 0.7064
2 O -0.2144
3 N -0.0464
4 N -0.3382



b.
ORCA calculation (ωB97M-V/def2-TZVPD) on an isolated molecule of CH4N2OS.

Computed properties:
- gap between HOMO and LUMO (eV) = 7.56
- charge = 0
- LUMO (eV) = -0.071

Element x y z (Å)
S 1.1783 -1.5295 -1.0541
O 1.4484 -2.8685 -0.5208
N -0.2662 0.5772 -0.5352
N -0.9832 1.3107 0.3651
C 0.2161 -0.7081 0.0583
H -1.3163 0.8196 1.1830
H 0.3733 1.0395 -1.1080
H -0.4617 2.2028 0.5394
H -0.1887 -0.8435 1.0723

Atomic partial charges in e from the Löwdin method, atoms 1 to 4:
1 S 0.8653
2 O -0.6368
3 N -0.2092
4 N -0.0522



It is a that is the least stable of them.



a.
ORCA calculation (ωB97M-V/def2-TZVPD) on a cluster of 2 separate species, C2H2ClN in total.

Computed properties:
- gap between HOMO and LUMO (spin up / spin down) (eV) = 8.37 / 8.51
- charge = 0
- LUMO (spin up / spin down) (eV) = -0.996 / -0.982

Element x y z (Å)
Cl 2.4497 0.2763 -0.0599
N 1.5546 -0.9835 0.0837
C -1.1387 0.7483 0.1003
C -0.8378 -0.3930 -0.0961
H -0.6866 -1.4131 -0.2870
H -1.3412 1.7651 0.2590

Atomic partial charges in e from the Löwdin method, atoms 1 to 4:
1 Cl 0.5909
2 N -0.5227
3 C 0.0014
4 C -0.0830



b.
ORCA calculation (ωB97M-V/def2-TZVPD) on a structure of composition C2H2ClN.

Computed properties:
- gap between HOMO and LUMO (eV) = 8.10
- charge = 0
- LUMO (eV) = 0.428

Element x y z (Å)
Cl -1.2600 0.7789 1.2147
N 0.7335 -0.8772 0.3472
C 0.2154 0.5082 0.5103
C 0.1320 -0.9642 -0.7574
H 0.7133 1.4117 0.3086
H -0.5341 -0.8575 -1.6234

Atomic partial charges in e from the Löwdin method, atoms 1 to 4:
1 Cl 0.6230
2 N -0.0822
3 C -0.7056
4 C 0.0331



It is a that is the least stable of them.